(1)
ORCA calculation (the ωB97M-V functional and the def2-TZVPD basis) on a cluster of 2 separate species, C25H46N2O5P in total at a distorted geometry.

```
79
Properties=species:S:1:pos:R:3:mulliken_charge:R:1
C 0.05 1.94 2.63 -0.6727
C -0.23 3.23 2.49 -0.2509
C 0.55 4.17 1.59 -1.2118
C 1.19 3.41 0.47 0.3162
C 2.44 2.90 0.68 -0.4111
N 3.04 2.14 -0.25 0.1376
C 2.48 1.84 -1.43 -0.0110
C 3.21 0.90 -2.34 -1.0863
C 3.43 -0.46 -1.63 -0.4610
P 2.58 -1.89 -2.36 0.5672
O 3.16 -2.24 -3.66 -0.8208
O 1.02 -1.59 -2.37 0.1060
C 0.45 -0.95 -3.54 -0.0712
C -0.42 -1.94 -4.29 -1.1997
O 2.76 -2.99 -1.24 -0.3398
C 1.79 -3.07 -0.15 0.5063
C 2.40 -3.84 0.99 -1.4066
C 1.25 2.38 -1.71 -0.9750
C 0.58 3.17 -0.78 1.3311
C -0.77 3.70 -1.14 -1.4384
C -1.90 3.10 -0.25 0.2718
C -3.09 2.68 -1.10 -0.9188
C -4.30 2.22 -0.27 -0.9822
C -4.54 0.70 -0.40 -0.7983
C -3.87 -0.08 0.73 0.1755
C -4.12 -1.61 0.58 -0.8377
C -2.89 -2.46 0.91 -0.1896
O -2.70 -3.52 -0.01 -0.4535
C -1.99 -3.14 -1.17 -0.7923
H -0.20 1.40 3.54 0.3345
H 0.51 1.34 1.85 0.1720
H -1.06 3.65 3.06 0.4409
H 1.36 4.56 2.22 0.4949
H -0.04 5.01 1.23 0.4180
H 2.98 3.06 1.60 0.4013
H 3.95 1.74 -0.04 0.3558
H 4.16 1.34 -2.62 0.3653
H 2.62 0.81 -3.24 0.4756
H 3.09 -0.40 -0.59 0.3246
H 4.49 -0.71 -1.57 0.3561
H -0.16 -0.13 -3.16 -0.0204
H 1.23 -0.59 -4.22 0.5348
H 0.21 -2.75 -4.65 0.3522
H -0.84 -1.43 -5.16 0.4375
H -1.20 -2.32 -3.64 0.0950
H 0.92 -3.59 -0.53 0.0658
H 1.53 -2.07 0.20 0.0627
H 2.75 -4.82 0.66 0.3881
H 3.21 -3.28 1.46 0.3099
H 1.62 -3.95 1.75 0.2973
H 0.79 2.17 -2.66 0.5016
H -0.99 3.39 -2.17 0.5916
H -0.77 4.79 -1.13 0.4215
H -2.19 3.82 0.51 0.5098
H -1.49 2.21 0.23 -0.3554
H -3.37 3.53 -1.73 0.5263
H -2.79 1.89 -1.80 0.2779
H -5.19 2.77 -0.59 0.3971
H -4.12 2.46 0.77 0.4898
H -5.61 0.47 -0.41 0.3640
H -4.12 0.34 -1.34 0.3753
H -4.32 0.24 1.67 0.3096
H -2.80 0.11 0.74 -0.2700
H -4.96 -1.86 1.22 0.3343
H -4.42 -1.80 -0.45 0.4043
H -3.01 -2.92 1.89 0.4090
H -1.99 -1.84 0.94 0.0139
H -1.53 -4.04 -1.58 0.3815
H -2.66 -2.72 -1.93 0.3335
H -1.21 -2.40 -0.95 0.2251
O 1.62 -0.94 3.21 -0.5252
C 2.42 -1.42 4.00 0.6806
N 3.60 -0.81 4.30 -0.3826
C 2.15 -2.72 4.72 -0.8961
H 4.26 -1.20 4.95 0.1784
H 3.80 0.06 3.85 0.1802
H 2.02 -3.51 3.97 0.1399
H 1.23 -2.62 5.29 0.2713
H 2.96 -3.01 5.39 0.3681
```

total charge: +1
highest occupied orbital energy: -0.4245 Eh
HOMO-LUMO gap: 7.801 eV

***

(2)
ORCA calculation (the ωB97M-V functional and the def2-TZVPD basis) on a structure of composition C25H47AgN2O15Rb at a distorted geometry.

```
91
Properties=species:S:1:pos:R:3:mulliken_charge:R:1
Ag 10.69 15.48 10.11 0.7459
Rb 13.55 10.46 9.83 1.0024
N 13.34 14.25 10.35 1.0860
O 13.47 15.51 10.22 -0.7028
O 14.29 13.53 10.67 -0.6297
O 12.13 13.77 10.25 -0.6589
C 14.96 8.83 5.28 -0.6320
O 15.58 10.16 5.50 -0.3611
C 15.27 10.86 6.62 0.7484
O 14.34 10.57 7.32 -0.5461
O 16.15 11.91 6.71 -0.3505
C 16.15 12.78 7.85 -0.5684
H 13.93 8.98 4.86 0.2996
H 14.73 8.26 6.19 0.2649
H 15.55 8.27 4.56 0.2774
H 16.56 13.74 7.66 0.3710
H 16.72 12.34 8.65 0.3416
H 15.16 12.90 8.33 0.1639
C 16.11 8.09 13.31 -0.6523
O 17.10 8.64 12.41 -0.3471
C 16.67 8.94 11.20 0.7470
O 15.53 8.95 10.83 -0.5301
O 17.70 9.15 10.41 -0.3502
C 17.47 9.33 8.99 -0.3300
H 16.72 7.91 14.21 0.2735
H 15.65 7.17 12.87 0.2913
H 15.37 8.81 13.62 0.2837
H 18.40 9.72 8.56 0.3137
H 16.71 10.08 8.84 -0.1575
H 17.24 8.40 8.58 0.3627
C 11.37 16.45 6.68 -0.5987
O 11.25 17.81 6.88 -0.2868
C 10.37 18.16 7.85 0.6783
O 10.06 17.51 8.86 -0.3611
O 10.07 19.47 7.72 -0.3450
C 9.43 20.19 8.87 -0.5151
H 12.22 16.14 7.23 0.2132
H 11.45 16.22 5.63 0.3146
H 10.46 15.86 7.00 0.2014
H 8.59 19.60 9.32 0.2073
H 9.00 21.03 8.46 0.2555
H 10.25 20.36 9.57 0.2803
C 9.94 9.84 13.53 -0.5436
C 10.52 8.39 13.57 -0.5332
C 11.74 8.31 12.56 -0.3303
O 11.86 9.69 12.02 -0.1501
C 10.60 10.36 12.19 -0.3193
H 10.17 10.45 14.40 0.2962
H 8.84 9.82 13.44 0.3094
H 9.74 7.72 13.24 0.2964
H 10.80 8.22 14.60 0.2854
H 11.57 7.58 11.73 0.2756
H 12.74 8.11 12.95 0.0795
H 9.86 10.15 11.41 0.2381
H 10.84 11.42 12.11 0.1339
C 11.92 14.69 14.21 -0.6196
C 12.36 15.27 15.59 -0.7775
C 13.60 16.04 15.11 -0.3946
O 13.35 16.56 13.75 -0.6235
C 12.14 15.88 13.31 0.9225
H 10.88 14.46 14.28 0.3243
H 12.45 13.83 13.92 0.3972
H 12.48 14.47 16.27 0.4012
H 11.60 15.95 15.86 0.3443
H 14.54 15.39 15.01 0.2291
H 13.77 16.83 15.82 0.3904
H 12.21 15.62 12.26 -0.8687
H 11.32 16.61 13.35 0.1558
C 6.77 14.94 10.12 -0.4514
C 6.40 16.08 11.02 -0.6584
C 7.78 16.51 11.71 -0.4209
O 8.70 15.50 11.28 -0.2092
C 7.98 14.30 10.77 -0.3599
H 7.07 15.32 9.14 0.1960
H 5.95 14.22 9.90 0.3647
H 5.65 15.72 11.77 0.3211
H 5.87 16.84 10.46 0.3278
H 7.66 16.58 12.80 0.2231
H 8.11 17.57 11.46 0.2137
H 7.75 13.69 11.60 0.3059
H 8.63 13.75 10.02 0.2719
N 15.78 17.11 12.52 0.2626
C 16.57 17.90 13.27 -0.0249
C 17.82 18.06 12.67 -0.5028
C 17.75 17.31 11.50 -0.4740
C 16.46 16.69 11.43 -0.2796
H 14.80 16.75 12.81 0.3848
H 16.42 18.16 14.34 0.3845
H 18.64 18.68 12.98 0.4369
H 18.62 17.13 10.82 0.3599
H 16.05 15.98 10.78 0.6089
```

total charge: +2
⟨S²⟩: 0.7626
spin multiplicity: 2
highest occupied orbital energy (spin up / spin down): -0.5196 / -0.5196 Eh
HOMO-LUMO gap (spin up / spin down): 10.133 / 6.077 eV

***

no.,molar mass (u)
1,485.6
2,809.0